(1)
Here is C16H23N6O3RuS as an isolated structure at a distorted geometry from OMol25. Energies are from ωB97M-V/def2-TZVPD.

Structure (XYZ):
```
50
Properties=species:S:1:pos:R:3:forces:R:3:lowdin_spin:R:1
Ru 0.3548 0.0646 1.3328 0.132 -0.158 0.224 3.866
C -2.7076 2.1074 3.7122 0.994 0.429 -0.511 0.008
C -2.0876 1.6749 2.4151 0.579 -1.184 -1.090 0.033
O -1.4032 0.5577 2.4656 -0.531 0.887 0.237 0.194
C -2.2164 2.4153 1.2503 -0.777 0.305 0.464 0.021
C -1.6579 2.1714 -0.0296 1.395 -0.510 0.417 0.037
C -1.9191 3.1434 -1.1552 1.095 -0.299 0.436 0.007
N -0.7618 1.2032 -0.1769 0.131 0.818 -1.025 0.115
N -0.2025 1.1146 -1.4813 -2.332 0.611 0.311 0.013
C 0.9028 0.4762 -1.5109 0.366 0.701 0.713 0.018
O 1.5813 0.1352 -0.4853 0.237 -0.406 1.482 0.165
C 1.3889 0.0532 -2.7926 1.060 -0.266 -1.974 0.005
C 0.8840 0.5585 -4.0122 -0.027 -1.608 0.971 0.002
C 1.1325 -0.2034 -5.1525 -0.328 0.993 0.316 0.000
C 2.0239 -1.2588 -5.1510 -0.217 1.472 1.885 0.001
C 2.7001 -1.5748 -3.9652 0.593 -2.165 -1.128 0.000
C 2.3371 -0.9852 -2.7714 -0.628 0.624 -0.664 0.002
H -3.4591 1.4254 4.0508 -0.421 -0.455 0.193 0.001
H -3.0860 3.1181 3.6532 -0.265 0.162 -0.032 0.001
H -1.8660 2.1057 4.3997 -0.103 -0.038 0.456 0.000
H -2.8599 3.2811 1.3141 -0.018 0.083 0.024 0.001
H -2.6882 3.8150 -0.8758 -0.630 0.852 0.428 0.001
H -2.2732 2.6226 -2.0201 0.149 -0.358 -0.690 0.001
H -0.9752 3.6962 -1.3883 -0.809 -0.506 0.028 0.001
H 0.1511 1.3505 -3.9639 0.063 0.101 -0.196 0.000
H 0.5833 0.0355 -6.0478 0.070 0.110 -0.332 0.000
H 2.1219 -1.7186 -6.0743 0.706 -1.320 -1.325 0.000
H 3.4048 -2.4640 -4.0379 -0.806 1.348 0.486 0.000
H 2.6754 -1.3009 -1.8016 0.361 -0.168 -0.008 0.000
N -0.0271 -2.1001 0.1438 -0.599 0.114 -0.511 0.066
N -0.6897 -1.8471 -1.0810 -0.081 0.459 0.600 0.004
C -1.0277 -2.7498 -2.0247 0.473 -0.162 -0.043 0.001
N -1.7117 -2.1540 -3.0220 -0.783 -0.003 -1.189 0.000
S -0.5888 -4.3492 -1.9698 -0.128 -0.077 0.052 0.001
H 0.9386 -2.3760 -0.0512 -0.373 -0.234 0.052 0.001
H -0.5406 -2.8408 0.6264 0.474 0.008 -0.056 0.001
H -1.0953 -0.9245 -1.1969 0.335 0.003 0.498 0.001
H -1.7735 -1.1466 -3.0865 0.141 -0.110 0.154 0.000
H -2.0553 -2.6510 -3.8466 0.559 -0.021 0.875 0.000
N 1.3778 -2.0097 5.2154 -0.065 0.334 -0.607 0.003
C 1.2711 -1.2429 4.1072 -0.208 -1.471 -1.457 0.008
O 1.0562 -1.7634 2.9803 -0.037 0.754 1.357 0.073
C 1.4200 0.2201 4.2766 0.107 1.522 -2.061 0.037
C 1.6409 0.9768 2.8952 -0.374 -0.756 0.907 0.249
H 1.2591 -3.0068 5.1643 0.049 0.026 -0.072 0.000
H 1.6738 -1.5795 6.0654 0.003 -0.019 0.362 0.001
H 2.2043 0.4537 4.9724 0.433 0.028 0.568 0.008
H 0.4927 0.6365 4.6510 -0.314 -0.164 0.388 0.001
H 2.6088 0.7785 2.4356 0.292 0.080 0.268 0.025
H 1.4879 2.0561 3.0451 0.057 -0.369 -0.181 0.023
```
Positions in Å, forces in eV/Å.

The value obtained for the energy above the lowest of the compared OMol25 structures with the same formula, charge and spin is 0.4 kcal per mole. The value obtained for the total energy is -45462.49925 eV. The highest occupied orbital energy (alpha / beta) comes out at -6.97 / -7.51 eV. The value obtained for the HOMO-LUMO gap (alpha / beta) is 7.527 / 6.684 eV. As for the spin multiplicity: 6. Its expectation value of S² is 8.760.

---

(2)
Here is a 6-piece molecular cluster, C5H23NO5 overall at a distorted geometry from OMol25. Energies are from ωB97M-V/def2-TZVPD.

Structure (XYZ):
```
34
Properties=species:S:1:pos:R:3:forces:R:3:lowdin_charge:R:1
C -0.9508 0.3649 1.4144 -0.388 0.903 -0.950 -0.071
C -1.2570 -0.1390 -0.0422 2.870 2.644 -0.162 -0.234
N -0.5529 -1.2929 -0.6250 1.012 0.087 -0.478 -0.206
C -0.3117 -2.4266 0.3149 -1.401 -1.323 -0.889 -0.108
C 0.6926 -0.9077 -1.5132 -0.972 0.456 4.576 -0.128
C 1.7446 -0.1110 -0.5301 -1.837 -0.106 -2.221 -0.044
H -1.8064 0.3813 2.0778 -0.326 -0.073 -0.009 0.070
H -0.2477 -0.2756 1.8314 1.322 -1.186 1.093 0.014
H -0.4919 1.3861 1.4319 -0.492 -0.800 -0.249 0.061
H -2.2821 -0.0550 -0.2050 -1.789 -1.008 -0.271 0.035
H -0.9510 0.7744 -0.6151 0.028 -0.889 -0.135 0.117
H -1.0161 -2.3922 1.1686 0.560 0.578 -0.189 0.078
H 0.7277 -2.5649 0.7044 -0.715 0.243 -0.422 0.087
H -0.7186 -3.4147 -0.1532 1.305 1.463 0.366 0.097
H 0.4428 -0.1287 -2.1677 -1.092 0.608 -1.152 0.060
H 0.9581 -1.7744 -2.0908 0.680 -0.448 0.295 0.085
H 1.4009 -0.2088 0.5036 0.056 0.558 -0.333 0.044
H 2.7341 -0.4141 -0.5921 1.924 -1.138 -0.055 0.033
H 1.8002 0.9063 -1.0105 -0.371 -0.786 1.202 0.064
O -0.1272 -1.0255 -4.7104 -1.382 -0.944 0.958 -0.092
H 0.3779 -1.6926 -4.2044 -0.298 0.519 -0.465 0.023
H -1.0683 -1.2142 -4.4180 1.646 0.424 -0.576 0.070
O 2.2598 -0.5706 3.3069 -2.862 0.363 5.888 -0.060
H 1.7440 0.1860 3.8165 1.913 -2.206 -2.177 0.109
H 2.5079 -0.3021 2.4897 0.999 1.887 -3.742 -0.063
O 1.4050 2.7570 2.7512 6.817 -0.661 -0.391 0.027
H 1.5764 3.4148 2.1056 -0.579 0.961 -0.825 0.022
H 0.5772 2.6251 2.9818 -6.279 -0.298 1.176 -0.053
O 0.9504 3.1090 -0.3369 1.911 0.610 -1.809 -0.135
H 1.3045 2.2985 0.1040 -0.047 1.018 -0.891 -0.004
H 1.5815 3.4103 -1.1278 -1.916 -1.420 2.862 0.121
O -4.7392 -0.1304 -0.7860 2.425 -0.890 -1.470 -0.121
H -3.9260 -0.0941 -0.2042 -1.573 -0.077 -0.911 0.016
H -4.3385 -0.4788 -1.6699 -1.148 0.930 2.358 0.086
```
Positions in Å, forces in eV/Å.

The value obtained for the energy above the lowest of the compared OMol25 structures with the same formula, charge and spin is 77.8 kcal per mole. The value obtained for the total energy is -17282.23795 eV. Its SMILES is CCN(C)CC.O.O.O.O.O. The highest occupied orbital energy comes out at -8.58 eV. The value obtained for the HOMO-LUMO gap is 8.922 eV. As for the spin multiplicity: 1.

---

(3)
Here is the molecule C5H8 at a distorted geometry from OMol25. Energies are from ωB97M-V/def2-TZVPD.

Structure (XYZ):
```
13
Properties=species:S:1:pos:R:3:forces:R:3:lowdin_charge:R:1
C -1.5338 0.2696 0.0598 -2.839 1.155 0.142 -0.150
C -0.3136 -0.5795 -0.2789 0.202 2.188 0.076 -0.242
C 0.9038 -0.0580 0.4952 -0.329 -1.700 1.230 -0.306
C 2.2916 -0.4441 -0.0008 0.392 0.898 -0.024 -0.014
C 1.9241 0.7858 -0.1564 -0.520 0.521 -0.938 -0.050
H -1.9709 0.2652 1.0859 1.310 -0.396 0.004 0.066
H -2.5331 -0.0372 -0.4143 1.660 0.281 -0.321 0.082
H -1.4103 1.3770 -0.1210 0.105 -1.159 -0.199 0.081
H -0.0611 -0.4236 -1.3472 -0.359 -0.567 0.402 0.117
H -0.5187 -1.5898 -0.0262 -0.009 -1.097 -0.079 0.090
H 0.7190 -0.0658 1.6119 0.344 0.389 -1.164 0.132
H 3.0977 -1.0677 -0.3483 -0.312 -0.530 0.249 0.091
H 1.9495 1.6342 -0.8362 0.357 0.017 0.623 0.104
```
Positions in Å, forces in eV/Å.

The value obtained for the energy above the lowest of the compared OMol25 structures with the same formula, charge and spin is 62.9 kcal per mole. The value obtained for the total energy is -5311.43748 eV. Its SMILES is CCC1C=C1. The highest occupied orbital energy comes out at -9.36 eV. The value obtained for the HOMO-LUMO gap is 10.655 eV. As for the spin multiplicity: 1.

---

Among the records above, which one has the highest spin multiplicity?
C16H23N6O3RuS

---

What is the formula in the third record?
C5H8